{"formula": "C73H55MnN3O3P3SSi", "method": "ωB97M-V/def2-TZVPD", "gap_ev": [5.755, 5.388], "charge": 1, "multiplicity": 4, "max_force_ev_per_a": 2.9, "s_squared": 3.883, "total_energy_ha": -6067.2047, "symbols": ["Mn", "S", "P", "P", "P", "Si", "O", "O", "O", "N", "N", "N", "C", "C", "C", "C", "C", "C", "C", "C", "C", "C", "C", "C", "C", "C", "C", "C", "C", "C", "C", "C", "C", "C", "C", "C", "C", "C", "C", "C", "C", "C", "C", "C", "C", "C", "C", "C", "C", "C", "C", "C", "C", "C", "C", "C", "C", "C", "C", "C", "C", "C", "C", "C", "C", "C", "C", "C", "C", "C", "C", "C", "C", "C", "C", "C", "C", "C", "C", "C", "C", "C", "C", "C", "C", "H", "H", "H", "H", "H", "H", "H", "H", "H", "H", "H", "H", "H", "H", "H", "H", "H", "H", "H", "H", "H", "H", "H", "H", "H", "H", "H", "H", "H", "H", "H", "H", "H", "H", "H", "H", "H", "H", "H", "H", "H", "H", "H", "H", "H", "H", "H", "H", "H", "H", "H", "H", "H", "H", "H"], "xyz": [[-0.34513, -0.55781, -0.31777], [8.17997, 0.04569, 1.70803], [-2.52973, -1.11361, 0.01123], [0.10747, 2.82569, -0.10467], [0.42607, -2.66981, 0.12883], [-0.39743, -0.22281, 1.93333], [9.11187, -1.02381, 1.95863], [6.92897, -0.02011, 2.42633], [8.70677, 1.37499, 1.48843], [6.34747, -0.20461, -0.11437], [1.51707, -0.10221, -0.62777], [8.46347, -0.45521, -1.05247], [-1.67393, 6.29289, 1.15903], [-1.80463, 7.02729, -0.00807], [3.79587, -0.05561, 0.11843], [1.43977, 3.64809, 2.06663], [-1.08723, 5.04139, 1.13753], [3.55867, -4.29801, -1.97917], [0.95987, -4.15581, 2.42743], [-4.38863, 1.54179, -2.59697], [1.45647, 3.16419, -2.55657], [2.86137, 2.91909, -0.62937], [3.84307, 3.26809, -2.79617], [-0.77233, 5.24299, -1.23257], [0.33257, -2.07391, 4.14073], [2.08087, -3.25691, -0.38927], [0.72107, 2.54649, 1.59463], [5.73727, -0.33391, -1.29767], [-0.97863, -3.69831, -1.93727], [-4.55083, 3.58449, 1.30843], [-1.17153, 1.59829, -0.56267], [-5.15703, -4.88151, -0.12427], [-1.79953, -4.55381, -2.64117], [-4.48983, 3.46599, -0.06627], [-2.21403, -0.16411, 2.56413], [-4.51883, -0.57521, 1.94873], [-3.16863, -0.13511, -1.36867], [-1.36763, 6.49119, -1.20657], [1.81747, 2.55369, 4.14833], [-0.61143, 4.51139, -0.05987], [3.17227, -3.02031, 0.44573], [-3.17073, -0.53281, 1.61463], [2.44887, 0.00099, 0.34153], [-0.65073, -3.94601, -0.60407], [-4.45383, -4.54601, 1.02363], [2.28847, -3.89341, -1.60997], [-2.10053, 0.08479, -2.41587], [2.57697, 3.31329, -3.35487], [-2.75733, 0.18599, -3.76057], [-2.45033, 2.44979, 1.43613], [7.63567, -0.28491, -0.05367], [-3.42263, 2.84169, -0.69617], [7.89747, -0.57701, -2.24517], [-3.87653, 0.89149, -3.84607], [-2.04613, 2.56339, -2.67527], [1.98437, 3.66249, 3.33693], [0.51387, -2.93831, 1.92303], [1.11317, 1.45779, 3.68023], [1.58237, 2.95489, -1.18197], [4.43957, -3.42901, 0.07263], [-3.50933, 3.07709, 2.05933], [-5.03193, -4.10221, -1.26097], [-3.62993, -3.43841, 1.03203], [-2.38883, 2.26609, 0.05543], [0.75647, -3.29121, 4.64863], [-3.97223, 0.16069, 4.17073], [-4.30103, 0.55109, -1.47767], [-4.91353, -0.22641, 3.22923], [1.08407, -4.33141, 3.79323], [6.51797, -0.53541, -2.43477], [-3.52133, -2.63951, -0.10367], [4.63707, -4.06691, -1.14177], [3.33637, -0.32611, -2.19697], [-4.21883, -2.98281, -1.25617], [-2.31663, -5.67271, -2.00877], [-2.00183, -5.92381, -0.68457], [-1.31703, 1.42019, -2.10307], [1.99477, -0.25341, -1.87557], [0.54257, 1.41909, 2.41363], [4.28657, -0.23861, -1.17997], [-3.42263, 2.75979, -2.20357], [0.22027, -1.86381, 2.77283], [-2.62763, 0.18839, 3.84023], [3.97757, 3.07669, -1.43127], [-1.17503, -5.06681, 0.02423], [5.62257, -4.39851, -1.43127], [1.23557, -4.95011, 1.74613], [2.99997, 2.77439, 0.43113], [-1.38113, -0.76201, -2.40277], [4.49697, 0.02559, 0.93513], [-5.79893, -5.74821, -0.13047], [-2.41313, -6.79331, -0.19527], [1.01287, 0.59539, 4.31773], [-2.04433, -4.34601, -3.67177], [-1.69973, 3.05749, -3.56647], [0.84487, -3.42651, 5.71553], [-5.24703, -0.89271, 1.21343], [2.53337, 4.52449, 3.68533], [0.08747, -1.27741, 4.82513], [-5.95593, -0.27371, 3.50343], [2.23637, 2.54089, 5.14193], [3.02787, -2.53531, 1.39963], [2.10647, 0.11719, 1.35673], [1.45877, -4.10551, -2.26807], [-0.98483, 4.48979, 2.05963], [-1.89363, 0.49529, 4.57133], [-2.02513, 6.69149, 2.09833], [-4.41563, 1.03709, -4.76757], [-5.40013, 1.93029, -2.70797], [-2.97213, -6.33981, -2.54727], [-2.23113, 8.01769, 0.01723], [3.70597, -4.80641, -2.92037], [-0.42233, 4.85589, -2.17367], [-5.38443, 4.08209, 1.77803], [6.08547, -0.65721, -3.41417], [2.45637, 3.46799, -4.41667], [-1.65083, 2.09369, 2.05773], [-0.57243, -2.81541, -2.42507], [-4.55773, -5.14641, 1.91373], [-1.48383, 7.04879, -2.12297], [1.26107, -0.34381, -2.67487], [-5.10343, 0.48219, -0.76327], [-5.28123, 3.88449, -0.67037], [0.48357, 3.22569, -3.01897], [-2.29703, -0.30341, -4.60497], [8.58017, -0.70821, -3.07267], [1.56467, 4.51409, 1.42673], [-3.49563, 3.17789, 3.13133], [3.62357, -0.46131, -3.22767], [4.95687, 3.04759, -0.98097], [-4.12713, -2.37261, -2.14407], [1.44227, -5.27051, 4.18683], [5.27107, -3.24871, 0.73583], [4.71827, 3.38739, -3.41507], [-5.57893, -4.36081, -2.15527], [-3.84613, 3.66769, -2.63967], [-4.29253, 0.43219, 5.16623], [-0.95433, -5.26551, 1.06153], [-3.06793, -3.17551, 1.91813], [-0.33073, 1.32979, -2.57527]], "atomic_forces_ev_per_a": [[-0.88, 1.62, 0.04], [0.14, -0.40, -2.09], [-1.72, -0.03, 0.13], [0.22, 0.03, 0.06], [0.30, -1.98, 0.66], [-0.30, -0.05, 0.87], [0.28, 0.02, 0.47], [-0.24, 0.02, 0.60], [0.27, 0.30, 0.55], [-2.07, -0.12, -1.15], [1.36, 0.16, -0.40], [0.66, -0.25, -1.19], [-0.01, 0.03, 0.09], [0.00, -0.04, 0.00], [-0.19, 0.07, -0.28], [-0.02, 0.00, -0.01], [0.11, 0.10, -0.04], [0.03, -0.02, -0.09], [-0.02, -0.11, 0.02], [0.03, 0.14, -0.14], [-0.11, -0.01, -0.05], [-0.14, 0.05, 0.05], [-0.03, -0.02, 0.13], [0.13, -0.09, -0.01], [0.00, -0.01, 0.18], [0.02, 0.43, -0.11], [0.06, 0.30, -0.26], [1.67, -0.07, -0.07], [0.14, 0.05, 0.00], [0.00, -0.03, 0.06], [0.75, -0.24, 0.11], [-0.03, 0.13, 0.05], [0.08, -0.06, -0.11], [0.09, 0.09, -0.04], [0.64, -0.10, -0.73], [-0.04, 0.10, -0.02], [-0.05, -0.12, 0.28], [-0.03, 0.07, -0.01], [0.07, 0.18, 0.02], [0.08, -0.22, -0.01], [-0.14, -0.10, -0.05], [0.34, 0.01, 0.09], [-0.01, -0.05, 0.10], [-0.01, 0.37, -0.17], [-0.12, -0.05, 0.07], [-0.13, -0.02, -0.05], [0.06, 0.07, -0.10], [-0.05, 0.00, -0.05], [0.07, -0.15, -0.30], [-0.24, -0.19, -0.17], [0.66, 0.44, 2.75], [0.15, 0.36, -0.04], [0.10, 0.02, 0.26], [-0.04, -0.06, -0.18], [0.08, 0.20, -0.34], [0.02, -0.12, 0.10], [-0.10, 0.36, -0.14], [-0.03, -0.09, 0.06], [-0.20, -0.08, 0.16], [0.16, -0.05, 0.05], [-0.01, 0.04, 0.03], [-0.21, -0.07, -0.01], [-0.01, 0.02, -0.09], [-0.30, 0.01, 0.44], [-0.03, 0.10, 0.06], [0.14, 0.00, 0.10], [0.28, -0.59, 0.00], [-0.13, -0.02, -0.17], [-0.02, -0.06, -0.12], [-0.69, 0.06, 0.07], [0.24, -0.20, -0.12], [-0.02, 0.01, 0.05], [0.13, 0.05, 0.17], [0.12, 0.12, 0.14], [0.13, -0.01, -0.01], [0.03, -0.11, -0.05], [0.39, -0.21, 0.14], [0.02, -0.03, -0.37], [-0.37, -0.72, -0.26], [-0.93, 0.06, 0.28], [-0.47, 0.03, 0.25], [0.08, 0.70, -0.66], [-0.01, -0.01, 0.07], [0.12, 0.06, -0.08], [0.25, 0.14, -0.05], [0.11, 0.01, 0.02], [0.04, -0.06, 0.02], [0.04, -0.04, -0.03], [-0.16, 0.15, -0.08], [0.12, -0.02, 0.14], [-0.10, -0.09, 0.01], [-0.04, -0.07, 0.08], [0.04, -0.13, 0.19], [-0.03, 0.01, -0.11], [0.05, 0.05, -0.16], [0.02, 0.00, 0.11], [-0.09, -0.05, 0.05], [0.05, 0.04, 0.00], [-0.04, 0.08, 0.19], [-0.13, 0.05, -0.01], [0.07, -0.02, 0.11], [0.07, 0.01, 0.10], [-0.08, -0.04, -0.03], [-0.04, -0.02, -0.04], [-0.01, 0.06, 0.01], [0.04, 0.06, 0.19], [-0.03, 0.08, 0.08], [0.02, -0.04, -0.22], [0.04, -0.03, -0.02], [-0.05, -0.08, -0.03], [-0.11, 0.08, 0.01], [-0.01, -0.04, -0.08], [0.05, -0.01, -0.10], [-0.10, 0.05, 0.06], [-0.02, -0.01, -0.21], [-0.02, 0.04, -0.08], [-0.04, 0.04, 0.00], [-0.03, -0.03, -0.08], [0.03, -0.09, 0.11], [0.04, 0.06, -0.09], [-0.01, 0.01, 0.09], [-0.08, 0.02, 0.25], [-0.10, 0.07, -0.14], [-0.06, -0.05, -0.05], [-0.02, 0.01, -0.19], [-0.04, -0.05, -0.20], [0.04, 0.00, 0.07], [-0.07, 0.03, 0.22], [0.01, -0.02, -0.12], [0.16, -0.03, 0.08], [-0.06, 0.02, -0.05], [0.02, -0.07, 0.04], [0.14, 0.06, 0.08], [0.10, 0.02, -0.07], [-0.04, -0.03, -0.09], [0.01, -0.05, 0.11], [-0.01, 0.01, 0.08], [-0.02, -0.03, 0.10], [-0.03, -0.05, 0.15], [-0.16, 0.01, 0.14]], "lowdin_spin": [2.224, 0.000, -0.029, 0.002, 0.002, -0.098, 0.000, 0.000, 0.000, 0.003, -0.016, 0.004, 0.004, 0.000, -0.003, 0.000, 0.000, 0.000, -0.001, 0.042, 0.003, 0.000, 0.000, 0.011, -0.003, 0.002, -0.002, 0.000, 0.003, -0.001, -0.002, -0.003, 0.000, 0.003, -0.013, -0.001, 0.006, 0.003, -0.001, 0.006, -0.001, -0.004, 0.007, 0.002, 0.000, -0.001, 0.035, 0.000, 0.011, -0.001, 0.000, 0.017, 0.000, 0.014, 0.599, -0.001, -0.001, -0.005, 0.000, 0.000, 0.001, 0.000, -0.002, 0.003, -0.001, 0.000, 0.006, 0.000, 0.000, 0.004, -0.003, -0.002, -0.002, -0.003, 0.000, 0.000, 0.076, 0.014, -0.017, 0.015, 0.069, -0.017, -0.003, 0.000, -0.001, 0.000, 0.000, 0.000, 0.004, 0.000, 0.000, 0.000, -0.001, 0.000, 0.029, 0.000, 0.000, 0.000, 0.000, 0.000, 0.000, 0.000, -0.001, 0.000, 0.000, 0.000, 0.000, 0.000, 0.003, 0.000, 0.000, 0.000, 0.006, 0.000, 0.000, 0.000, 0.000, 0.002, 0.000, 0.000, 0.001, 0.000, 0.000, 0.002, 0.000, 0.000, 0.000, 0.000, 0.000, 0.000, 0.000, 0.000, 0.000, 0.000, 0.000, 0.001, 0.000, 0.000, 0.000, 0.000]}